Here is a 8-piece molecular cluster, C5H24NO9 overall from the OMol25 dataset. Energies are from the ωB97M-V functional and the def2-TZVPD basis.

Atoms and positions in Å:
C (-1.03261, -2.08686, -1.04091)
C (-0.31360, -1.17264, -0.04435)
C (-1.21858, -1.01804, 1.19223)
C (-0.93227, -2.12792, 2.20627)
N (-0.37085, 0.17813, -0.69309)
C (0.44294, 1.28390, -0.22373)
O (-0.03934, 2.36361, -0.64528)
O (1.44127, 1.12419, 0.51326)
H (-2.04108, -1.65084, -1.47114)
H (-1.36380, -3.02215, -0.68168)
H (-0.59509, -2.17197, -2.04275)
H (0.67164, -1.59234, 0.12196)
H (-2.25120, -1.01933, 0.82362)
H (-1.18389, 0.02485, 1.50534)
H (0.13464, -2.51188, 2.20474)
H (-1.57690, -2.98878, 2.12213)
H (-0.94912, -1.71849, 3.21657)
H (-1.36905, 0.37212, -0.83431)
H (-0.05752, 2.36750, -3.23064)
H (0.94330, 1.77937, -2.30900)
O (0.67278, 1.74912, -3.25720)
H (1.97852, 0.03634, -3.08537)
H (3.32815, 0.26447, -2.43810)
O (2.89079, -0.33166, -3.03922)
H (2.41066, -0.40662, 0.13185)
H (2.82490, -1.24707, -1.27513)
O (2.66865, -1.22227, -0.35726)
H (3.58461, -0.32733, 1.47575)
H (2.31055, 0.02354, 2.24089)
O (3.13958, -0.48666, 2.30663)
H (-1.30207, 0.97547, -2.62276)
H (-1.96747, 2.33491, -2.61249)
O (-1.94518, 1.51013, -3.10068)
H (-2.83517, 2.08537, 2.78536)
H (-3.26232, 0.98723, 1.79785)
O (-3.52104, 1.41809, 2.65171)
H (0.27065, 2.72066, 2.10287)
H (0.32846, 1.29932, 2.72545)
O (0.08605, 2.20451, 2.88062)

Calculated values
* energy relative to the best compared isomer or geometry (same formula, charge and spin): 84.0 kJ/mol
* net charge: -1
* LUMO level: 0.1124 Ha
* orbital gap: 9.173 eV